1.
The following is a DFT calculation (ωB97M-V with the def2-TZVPD basis set) of a cluster of 10 separate species, C30H60O30 in total in a non-equilibrium geometry.

Calculated values
molecular weight: 900.780 g/mol
SMILES string: COC(=O)OC.COC(=O)OC.COC(=O)OC.COC(=O)OC.COC(=O)OC.COC(=O)OC.COC(=O)OC.COC(=O)OC.COC(=O)OC.COC(=O)OC
ΔE to the lowest compared entry with this formula, charge and spin: 170.6 kcal per mole
HOMO energy: -0.387 Eh
HOMO-LUMO gap: 10.592 eV

```
120
Properties=species:S:1:pos:R:3:lowdin_charge:R:1
C 14.96408 15.93148 2.67049 -0.04
O 14.19762 16.87967 3.41453 -0.03
C 14.08233 16.63296 4.75173 -0.50
O 14.77916 15.78254 5.28142 0.10
O 13.00057 17.37565 5.22299 -0.05
C 12.45045 17.18770 6.49119 -0.05
H 15.98003 16.30348 2.80301 0.10
H 14.58110 15.96138 1.65043 0.10
H 15.02592 14.92175 3.07634 0.09
H 13.17953 17.77906 7.04511 0.10
H 12.62402 16.14255 6.74738 0.09
H 11.41038 17.51109 6.44904 0.10
C 13.46919 12.14168 -4.26178 -0.06
O 14.75616 11.80446 -3.76743 -0.04
C 14.92724 11.49233 -2.41589 -0.54
O 14.19163 11.69873 -1.48111 0.13
O 15.99667 10.69210 -2.46264 -0.01
C 16.27435 9.79615 -1.34794 -0.02
H 12.88709 11.23550 -4.42940 0.10
H 13.63282 12.44942 -5.29456 0.09
H 13.01631 12.98731 -3.74418 0.10
H 16.43334 8.77334 -1.68952 0.09
H 15.48259 9.73890 -0.60099 0.09
H 17.25329 10.00971 -0.91879 0.09
C 5.53145 9.86257 4.07697 -0.03
O 6.71498 10.71009 4.06418 -0.02
C 7.00871 11.53305 5.11725 -0.57
O 6.26474 11.79084 6.06665 0.10
O 8.24826 11.88095 4.90042 0.03
C 8.88375 12.59040 5.90477 -0.07
H 4.70923 10.33284 4.61633 0.09
H 5.72814 8.85740 4.44985 0.09
H 5.17253 9.68517 3.06317 0.08
H 9.57051 13.31894 5.47387 0.09
H 9.45041 12.01951 6.64036 0.10
H 8.22673 13.31227 6.38987 0.10
C 20.35032 17.98598 14.38421 -0.03
O 19.99066 18.87608 13.31371 -0.02
C 19.18805 18.44796 12.29847 -0.58
O 19.03102 17.32599 11.84809 0.10
O 18.71302 19.53045 11.67289 -0.01
C 17.97230 19.32555 10.39993 0.00
H 19.41513 17.85126 14.92770 0.10
H 21.16452 18.35281 15.00919 0.09
H 20.72160 17.03548 14.00106 0.09
H 18.68976 18.80714 9.76384 0.09
H 17.64687 20.24344 9.91036 0.09
H 17.09735 18.68110 10.48500 0.09
C 9.66075 15.04918 -0.15643 -0.06
O 8.44262 15.84306 0.03789 -0.05
C 7.62558 15.93978 -1.15548 -0.58
O 8.01117 15.67524 -2.28950 0.10
O 6.45113 16.19119 -0.81278 0.05
C 5.25785 16.27757 -1.65454 0.01
H 10.18106 14.85242 0.78095 0.08
H 10.41761 15.32505 -0.89070 0.09
H 9.32838 14.06207 -0.47775 0.09
H 5.16840 17.25574 -2.12705 0.10
H 4.28828 15.98405 -1.25219 0.09
H 5.21295 15.58505 -2.49508 0.09
C 23.81906 20.26220 8.20764 -0.01
O 22.98474 19.64922 7.17902 -0.01
C 21.79363 20.12181 6.80999 -0.57
O 21.41785 21.28318 7.11869 0.06
O 21.11318 19.24970 6.10693 0.03
C 19.90550 19.63325 5.46127 -0.05
H 23.45884 19.91388 9.17563 0.09
H 23.73247 21.34607 8.13122 0.09
H 24.86809 19.97509 8.13561 0.09
H 19.53921 20.64853 5.61332 0.09
H 18.98891 19.19266 5.85350 0.09
H 19.95234 19.46975 4.38462 0.10
C 11.78062 20.49403 1.73625 -0.01
O 12.78449 21.18572 2.51096 -0.02
C 13.58584 22.11981 1.98860 -0.51
O 13.53182 22.49664 0.79302 0.07
O 14.52307 22.57172 2.86823 -0.01
C 15.55383 23.42528 2.56738 -0.10
H 10.96707 20.18689 2.39345 0.09
H 12.29326 19.63707 1.29932 0.10
H 11.31490 21.20058 1.04924 0.09
H 16.33607 23.73396 3.26086 0.10
H 15.13739 24.29173 2.05361 0.10
H 16.19755 23.08615 1.75577 0.09
C 20.33942 13.92316 3.82955 -0.03
O 20.07065 14.13626 2.45312 0.01
C 20.85421 13.66423 1.50551 -0.59
O 22.01954 13.24553 1.60479 0.09
O 20.30078 14.02085 0.35949 -0.01
C 21.00352 13.88803 -0.85814 -0.04
H 20.75829 14.87144 4.16633 0.10
H 21.07223 13.11891 3.89481 0.09
H 19.52533 13.62648 4.49087 0.09
H 20.28939 14.11567 -1.64954 0.10
H 21.31640 12.84758 -0.94576 0.09
H 21.90273 14.49920 -0.93555 0.10
C 9.53370 21.12296 11.23177 -0.07
O 10.54163 21.18428 10.27244 -0.02
C 10.54731 22.32461 9.48679 -0.58
O 9.71510 23.26229 9.38314 0.07
O 11.65389 22.30947 8.87407 0.04
C 11.82838 23.29267 7.82744 -0.02
H 9.32576 22.14175 11.55877 0.09
H 9.98431 20.63369 12.09529 0.10
H 8.65054 20.66604 10.78529 0.10
H 11.85770 24.31666 8.19982 0.10
H 11.10563 23.33411 7.01257 0.10
H 12.76697 23.05951 7.32465 0.09
C 8.70593 14.52735 11.93821 -0.06
O 7.72486 14.42040 12.92218 -0.01
C 6.46589 14.07848 12.60350 -0.48
O 6.01029 13.86345 11.44904 0.08
O 5.68160 14.40668 13.70011 -0.06
C 4.33740 14.83670 13.49499 -0.04
H 8.68046 15.48795 11.42372 0.10
H 8.53261 13.78782 11.15646 0.09
H 9.68408 14.37517 12.39446 0.10
H 3.88039 13.85015 13.41778 0.10
H 4.27733 15.50429 12.63545 0.10
H 3.95953 15.27288 14.41969 0.09
```

---

2.
The following is a DFT calculation (ωB97M-V with the def2-TZVPD basis set) of a cluster of 21 separate species, C50H94Cl3F9N3O51PS6 in total in a non-equilibrium geometry.

Calculated values
molecular weight: 2053.989 g/mol
HOMO energy: -0.260 Eh
HOMO-LUMO gap: 6.797 eV

```
217
Properties=species:S:1:pos:R:3:lowdin_charge:R:1
N -4.89440 -0.78045 0.04609 0.32
H -5.52900 -0.05799 -0.26283 0.06
H -4.89845 -1.61504 -0.52271 0.08
H -5.10257 -0.91878 1.02467 0.08
H -3.98944 -0.36737 -0.12863 0.06
N -2.52913 -1.76402 -2.93096 0.32
H -2.28691 -1.10871 -2.20158 0.07
H -1.69815 -2.08776 -3.40505 0.07
H -3.03935 -1.28648 -3.66016 0.10
H -3.12055 -2.40679 -2.42384 0.06
N -2.11024 -3.56250 0.19624 0.31
H -2.95462 -3.57520 -0.35781 0.05
H -1.35138 -4.05327 -0.25472 0.07
H -2.37625 -3.93432 1.09685 0.08
H -1.82270 -2.59540 0.24236 0.08
C -5.41374 -3.75612 -2.11840 -0.32
O -4.34106 -3.34845 -1.36929 -0.43
H -6.04542 -2.88313 -2.28261 0.04
H -5.14469 -3.91367 -3.16286 0.06
H -6.04775 -4.49850 -1.63363 0.06
C -0.83085 -0.41464 0.05069 -0.39
O -0.27859 -1.56779 -0.58451 -0.12
O -2.16537 -0.27653 -0.45144 -0.25
C -0.60754 -0.37519 1.60165 -0.55
F -0.83267 -1.56781 2.12216 0.16
F 0.62563 -0.04264 1.99458 0.14
F -1.37807 0.56138 2.21478 0.11
C 1.09531 -1.91904 -0.61308 -0.25
C 1.91730 -0.88379 -1.32200 -0.07
H 2.00299 0.02845 -0.73159 0.07
H 2.96074 -1.19158 -1.25420 0.07
H 1.54007 -0.59477 -2.30296 0.07
H 1.09555 -2.89783 -1.09274 0.10
H 1.51573 -2.13858 0.36832 0.10
H -0.33035 0.45180 -0.38160 0.08
P -0.33977 -4.56199 -4.13704 0.14
F -0.13315 -6.13707 -3.83176 -0.15
F -0.89321 -4.50016 -2.59048 -0.19
F 1.14903 -4.25630 -3.54806 -0.18
F -0.55129 -2.98549 -4.09910 -0.17
F 0.17216 -4.56480 -5.64477 -0.12
F -1.84579 -4.81916 -4.64681 -0.14
C -1.22876 3.18098 -2.48106 -1.43
Cl -0.37975 1.83451 -3.26057 0.58
Cl -0.98248 4.78558 -3.23666 0.56
Cl -0.49975 3.22697 -0.84180 0.56
H -2.29616 2.96020 -2.47878 0.00
C 3.93481 0.96723 -4.27400 0.00
C 3.84321 2.31659 -5.00802 -0.32
C 3.64741 2.39093 -6.54826 -0.11
O 2.90826 3.51073 -6.64022 0.10
C 2.31865 3.80270 -5.50747 -0.53
O 1.40528 4.59945 -5.32046 0.08
O 2.76299 3.00748 -4.48002 0.06
H 3.15423 0.27853 -4.59725 0.08
H 3.70453 1.02769 -3.21032 0.08
H 4.84156 0.43339 -4.55844 0.08
H 4.72493 2.92511 -4.80705 0.15
H 2.98617 1.64473 -6.98876 0.15
H 4.62428 2.44604 -7.02867 0.14
C 4.26782 -0.96917 1.36802 0.00
C 4.32161 -0.77409 2.88829 -0.34
C 4.35230 0.74498 3.21299 -0.07
O 3.54955 0.77859 4.40432 0.05
C 3.04616 -0.49896 4.59298 -0.48
O 2.40540 -0.86779 5.59463 0.11
O 3.17753 -1.18828 3.46839 0.10
H 4.24070 -2.04237 1.17929 0.07
H 5.19429 -0.66971 0.87803 0.09
H 3.41213 -0.56268 0.82890 0.06
H 5.21707 -1.24464 3.29430 0.16
H 3.83501 1.40132 2.51319 0.10
H 5.34620 1.12678 3.44642 0.13
C -2.18865 1.94906 -6.78002 -0.01
C -3.26445 2.46831 -5.89549 -0.35
C -4.66557 2.28274 -6.42877 -0.10
O -5.23479 1.35278 -5.59396 0.13
C -4.38889 1.04666 -4.65864 -0.64
O -4.64627 0.30924 -3.73534 0.14
O -3.30167 1.67458 -4.78289 0.10
H -2.10449 2.46618 -7.73584 0.10
H -2.25451 0.87653 -6.96286 0.11
H -1.24802 2.14891 -6.26681 0.07
H -3.09045 3.49352 -5.56872 0.16
H -4.50568 1.75652 -7.36985 0.14
H -5.21065 3.22086 -6.53331 0.14
C 4.05460 4.82571 -1.21368 -0.01
C 3.38553 6.21381 -1.01799 -0.31
C 2.31538 6.17621 0.05330 -0.06
O 2.67431 7.29633 0.87088 0.11
C 3.83847 7.75399 0.57389 -0.61
O 4.45718 8.64808 1.06883 0.15
O 4.36486 7.05557 -0.48503 0.06
H 4.68729 4.91053 -2.09719 0.08
H 3.38735 4.01123 -1.49568 0.08
H 4.66647 4.48296 -0.37927 0.07
H 3.04879 6.69044 -1.93861 0.16
H 2.47569 5.24159 0.59077 0.11
H 1.30743 6.23217 -0.35782 0.14
C -4.26432 2.64246 3.07855 0.01
C -4.54106 3.45334 1.77090 -0.32
C -3.40239 4.29070 1.30266 -0.07
O -3.54346 4.17285 -0.11197 0.08
C -4.28298 3.15997 -0.38525 -0.63
O -4.65159 2.86849 -1.47527 0.17
O -4.73451 2.55283 0.72823 0.09
H -3.69883 3.28804 3.75053 0.08
H -3.59305 1.83170 2.79543 0.07
H -5.09634 2.21309 3.63664 0.08
H -5.42744 4.07720 1.88591 0.16
H -2.41403 3.93540 1.59424 0.10
H -3.44513 5.34527 1.57498 0.15
C -11.13786 1.43900 -1.39367 -0.03
C -9.97042 1.35825 -2.34882 -0.36
C -9.25782 2.70610 -2.52588 -0.06
O -7.88166 2.43310 -2.15986 0.11
C -7.85552 1.19860 -1.68678 -0.41
O -6.82820 0.52660 -1.37069 0.07
O -9.06352 0.48679 -1.79429 0.09
H -11.29327 0.60133 -0.71377 0.09
H -12.07733 1.54707 -1.93572 0.08
H -11.10469 2.28911 -0.71226 0.08
H -10.36170 1.03805 -3.31447 0.15
H -9.64565 3.58761 -2.01536 0.13
H -9.35768 2.98495 -3.57486 0.13
C -7.22908 -0.74284 6.49924 -0.01
C -6.26055 -1.77707 5.88073 -0.33
C -6.88125 -2.87010 5.08437 -0.14
O -6.23413 -2.86583 3.88322 0.11
C -5.43163 -1.78451 3.76501 -0.44
O -4.64829 -1.47425 2.85013 0.10
O -5.46299 -1.06936 4.94760 0.06
H -7.78676 -0.34315 5.65228 0.09
H -6.77803 0.08456 7.04703 0.08
H -7.96642 -1.16228 7.18372 0.09
H -5.54947 -2.20463 6.58759 0.15
H -7.94513 -2.67215 4.95371 0.14
H -6.80554 -3.83563 5.58449 0.15
C 0.52349 2.44206 5.18754 0.01
C 0.86555 3.42359 4.03117 -0.27
C -0.16061 3.26326 2.86469 -0.15
O -0.28515 4.52610 2.43836 0.05
C 0.17512 5.38426 3.32975 -0.59
O 0.22497 6.60178 3.28607 0.15
O 0.48070 4.71888 4.38806 0.11
H -0.52067 2.49796 5.49527 0.08
H 1.24713 2.62026 5.98295 0.09
H 0.62758 1.43199 4.79128 0.07
H 1.92051 3.37829 3.76080 0.13
H -1.07952 3.00316 3.39010 0.13
H 0.29311 2.62985 2.10244 0.13
C 3.13889 -6.34050 -1.04106 -0.17
C 3.86118 -5.04081 -0.52151 -0.14
O 2.87806 -4.32458 0.23845 -0.22
S 1.67036 -5.26186 0.78544 0.77
O 0.34517 -4.76994 0.41995 -0.23
O 1.83601 -5.66648 2.21183 -0.25
O 2.20393 -6.57437 -0.06404 -0.17
H 3.89557 -7.10787 -1.20437 0.14
H 2.72241 -6.01438 -1.99411 0.12
H 4.11705 -4.38751 -1.35567 0.11
H 4.76537 -5.14572 0.07810 0.13
C 1.83469 -5.40834 5.36647 -0.22
C 2.40229 -4.08783 4.91486 -0.20
O 3.29247 -3.65086 5.95072 -0.22
S 2.58003 -4.04909 7.43692 0.80
O 1.68662 -2.96581 7.83613 -0.26
O 3.65777 -4.53886 8.31913 -0.26
O 1.65000 -5.32042 6.74462 -0.19
H 2.47584 -6.26092 5.14256 0.13
H 0.85960 -5.61387 4.92482 0.12
H 1.66260 -3.29441 4.80785 0.10
H 3.07184 -4.16102 4.05787 0.13
C -2.27467 -1.89720 5.61821 -0.21
C -0.86781 -2.49943 5.74371 -0.16
O -0.76039 -3.40202 4.65136 -0.21
S -2.22577 -4.12187 4.29802 0.79
O -2.35203 -5.45549 4.88653 -0.23
O -2.60160 -3.90087 2.91367 -0.25
O -3.02851 -2.98551 5.25365 -0.21
H -2.29604 -1.14119 4.83330 0.12
H -2.67416 -1.32742 6.45717 0.14
H -0.68206 -3.01199 6.68758 0.13
H -0.22907 -1.64116 5.53519 0.13
C 6.78774 5.99318 2.30278 -0.11
C 7.09927 5.10854 3.44647 -0.21
O 6.21211 4.05999 3.29260 -0.21
S 4.72209 4.53078 2.88631 0.77
O 4.04701 5.08454 4.08616 -0.23
O 4.00502 3.51230 2.08337 -0.27
O 5.35774 5.75643 1.91439 -0.22
H 7.44011 5.82512 1.44589 0.14
H 6.82059 7.05246 2.55762 0.14
H 6.96513 5.47041 4.46586 0.14
H 8.14609 4.83565 3.31305 0.14
C 4.06899 -2.77675 -4.40339 -0.23
C 4.03339 -4.17069 -5.00223 -0.16
O 4.65345 -4.06832 -6.24886 -0.19
S 5.04376 -2.51683 -6.68665 0.76
O 4.52888 -2.15495 -8.00449 -0.23
O 6.49962 -2.37027 -6.45461 -0.27
O 4.12878 -1.92889 -5.45767 -0.21
H 4.92347 -2.59147 -3.75252 0.10
H 3.22585 -2.51674 -3.76338 0.13
H 3.03694 -4.59586 -5.12232 0.12
H 4.71403 -4.88302 -4.53596 0.14
C 8.13273 -2.00000 -3.58013 -0.18
C 8.36672 -1.00970 -2.37007 -0.18
O 8.39847 -1.93043 -1.33227 -0.19
S 7.21598 -3.07848 -1.50783 0.73
O 5.89202 -2.57070 -1.11387 -0.27
O 7.72484 -4.33207 -0.99861 -0.22
O 7.26885 -3.00204 -3.14357 -0.20
H 9.10168 -2.33703 -3.94842 0.14
H 7.63832 -1.41521 -4.35581 0.11
H 7.77399 -0.09576 -2.40859 0.13
H 9.42179 -0.73604 -2.37639 0.13
```